Below is a molecular structure, C21H26Br36N3O2 in a non-equilibrium geometry, with properties calculated with the ωB97M-V functional and the def2-TZVPD basis.

The HOMO-LUMO gap is 7.520 eV. The total charge is +1. Its largest force on an atom is 1.1 eV/Å. The calculated total energy comes out at -93794.68278 Eh. For the HOMO energy, the calculation gives -11.54 eV. The value obtained for the LUMO energy is -4.02 eV.

Each line ends with the Löwdin charge.
Atoms and positions in Å:
C (3.6598, -0.8512, -2.3255)  -0.057
C (2.4186, -1.5351, -2.9060)  -0.154
C (1.2309, -1.1259, -2.1139)  -0.518
O (0.8149, -1.7278, -1.1766)  -0.009
O (0.6405, 0.0001, -2.5615)  0.015
C (0.0181, 0.8488, -1.5945)  -0.164
C (-1.4758, 0.9023, -1.8269)  -0.122
C (-2.2341, -0.3528, -1.5680)  -0.089
C (-2.4793, -0.7998, -0.2874)  0.031
C (-3.2295, -1.9632, -0.0753)  -0.141
N (-3.7447, -2.6784, -1.0458)  0.141
N (-3.4888, -2.2383, -2.2896)  0.131
C (-2.7682, -1.1615, -2.6097)  -0.204
N (-2.6093, -0.9317, -3.9728)  0.166
H (3.7574, -1.1337, -1.2797)  0.080
H (4.5434, -1.1505, -2.8744)  0.080
H (3.5442, 0.2293, -2.3443)  0.056
H (2.2585, -1.2725, -3.9474)  0.121
H (2.5043, -2.6096, -2.7760)  0.079
H (0.2385, 0.5487, -0.5756)  0.124
H (0.3828, 1.8530, -1.7791)  0.088
H (-1.8854, 1.6437, -1.1406)  0.122
H (-1.6243, 1.3007, -2.8241)  0.059
H (-2.0899, -0.2502, 0.5587)  0.116
H (-3.3886, -2.3046, 0.9356)  0.022
H (-3.8869, -2.7902, -3.0443)  0.121
H (-2.4700, 0.0505, -4.1610)  0.008
H (-1.8465, -1.4774, -4.3573)  0.116
C (-1.6816, -3.2499, 4.2082)  -1.574
Br (-1.0980, -2.0995, 5.6170)  0.565
Br (-3.3863, -4.0525, 4.5448)  0.579
Br (-1.6540, -2.3228, 2.5198)  0.626
H (-0.9632, -4.0557, 4.1316)  -0.022
C (2.8945, 4.3319, -0.5218)  -1.632
Br (2.8882, 2.4553, -0.0936)  0.599
Br (4.2437, 4.7544, -1.8086)  0.580
Br (1.1476, 4.9157, -1.0801)  0.562
H (3.1332, 4.8631, 0.3892)  -0.050
C (-4.5979, 0.6946, 7.1144)  -1.641
Br (-5.3244, 1.8688, 5.7777)  0.571
Br (-4.3333, -1.0793, 6.4275)  0.535
Br (-2.9736, 1.3976, 7.8648)  0.573
H (-5.3211, 0.6321, 7.9135)  -0.028
C (-4.1275, -6.2641, 0.6595)  -1.645
Br (-5.4926, -5.8616, 1.9484)  0.579
Br (-2.3478, -6.0344, 1.3573)  0.551
Br (-4.3349, -8.0326, -0.0600)  0.582
H (-4.2464, -5.5598, -0.1513)  -0.064
C (2.1737, -4.6665, 1.2729)  -1.602
Br (1.7630, -6.4639, 1.8236)  0.596
Br (3.5245, -4.6285, -0.0996)  0.607
Br (0.6113, -3.7048, 0.7263)  0.618
H (2.5836, -4.1574, 2.1326)  -0.072
C (4.3689, -5.7916, -3.7235)  -1.664
Br (3.6249, -4.5346, -4.9789)  0.577
Br (4.5578, -7.5343, -4.4970)  0.600
Br (6.0273, -5.1542, -2.9898)  0.567
H (3.6690, -5.8759, -2.9047)  -0.070
C (-0.2143, 5.4841, 3.0343)  -1.624
Br (-1.7637, 4.7012, 2.2018)  0.552
Br (1.3005, 4.3027, 2.9436)  0.577
Br (0.1868, 7.2082, 2.3004)  0.556
H (-0.4502, 5.6221, 4.0789)  -0.025
C (8.0895, 6.1290, -0.5187)  -1.656
Br (6.6452, 6.1369, 0.7503)  0.548
Br (9.7520, 6.6132, 0.3034)  0.592
Br (8.2121, 4.4436, -1.4350)  0.560
H (7.8655, 6.8802, -1.2608)  -0.028
C (-3.4036, -5.5238, -5.1233)  -1.643
Br (-4.2212, -6.1897, -3.5197)  0.581
Br (-4.3264, -3.9638, -5.7659)  0.587
Br (-1.5292, -5.1862, -4.8730)  0.576
H (-3.5044, -6.2877, -5.8804)  -0.023
C (2.8943, -1.8791, 6.4700)  -1.653
Br (2.5727, -2.4449, 4.6579)  0.555
Br (4.7580, -1.9379, 6.9061)  0.604
Br (2.1317, -0.1470, 6.7965)  0.570
H (2.3856, -2.5806, 7.1144)  -0.027
C (-1.2279, 10.9654, 3.4221)  -1.646
Br (-0.0785, 10.6068, 4.9170)  0.575
Br (-0.3163, 10.6846, 1.7532)  0.545
Br (-2.8511, 9.9423, 3.5136)  0.568
H (-1.5003, 12.0090, 3.4656)  -0.029
C (-2.8135, 4.1703, -4.8123)  -1.622
Br (-1.4307, 5.3901, -5.3155)  0.618
Br (-2.4855, 2.4079, -5.5299)  0.618
Br (-3.0576, 4.1127, -2.9054)  0.600
H (-3.7387, 4.5183, -5.2469)  -0.024